No. 1
DFT (ωB97M-V/def2-TZVPD) results for a cluster of 8 separate species, C38H81BrClN8O10S in total.

## Properties
* E_tot: -166508.5474 eV
* E_LUMO: -3.93 eV
* charge: +1
* 2S+1: 1

CARTESIAN COORDINATES (ANGSTROEM)
1 C 0.22478 0.57309 5.61097
2 C 0.22078 -0.56781 4.57853
3 C -1.06134 -0.66653 3.70466
4 C -0.80470 0.02131 2.37400
5 C -2.03011 0.10429 1.45938
6 C -2.09359 -0.89380 0.28582
7 C -1.74801 -2.35025 0.58482
8 C -1.14222 -3.02621 -0.65015
9 C 0.19207 -2.45812 -1.07907
10 N 1.37187 -2.88156 -0.28666
11 C 2.50282 -2.28337 -0.30625
12 S 2.66239 -0.71119 -1.18281
13 C 4.29988 -0.08937 -1.08439
14 O 2.35801 -1.01235 -2.54190
15 O 1.77731 0.20062 -0.56294
16 C 3.51070 -3.09825 0.47387
17 C 4.98467 -3.14515 0.05651
18 C 5.80276 -3.64905 1.25141
19 C 7.27327 -3.89415 0.88649
20 O 7.51508 -3.81838 -0.51116
21 C 2.84775 -4.46671 0.40619
22 Cl 2.89447 -5.10680 -1.28179
23 C 1.37578 -4.04715 0.57763
24 Br 1.15519 -3.72431 2.48479
25 H 1.25962 0.88910 5.71873
26 H -0.12916 0.24538 6.57458
27 H -0.34113 1.42192 5.26721
28 H 0.39941 -1.48908 5.13060
29 H 1.05334 -0.42498 3.89720
30 H -1.88243 -0.17735 4.21702
31 H -1.33067 -1.71264 3.58607
32 H 0.03242 -0.45253 1.85986
33 H -0.49022 1.03319 2.61681
34 H -2.00121 1.08570 0.99532
35 H -2.95527 0.06814 2.01205
36 H -1.49461 -0.49573 -0.52760
37 H -3.11036 -0.88891 -0.07213
38 H -2.66938 -2.87273 0.79980
39 H -1.12054 -2.49288 1.45396
40 H -1.13145 -4.10775 -0.58255
41 H -1.81717 -2.80207 -1.46834
42 H 0.40524 -2.82546 -2.07496
43 H 0.10750 -1.38524 -1.16022
44 H 4.33082 0.72596 -1.81260
45 H 5.05452 -0.80677 -1.36772
46 H 4.45220 0.35762 -0.11262
47 H 3.52875 -2.60937 1.44995
48 H 5.38395 -2.17168 -0.18767
49 H 5.14581 -3.76381 -0.80976
50 H 5.74002 -2.87024 2.00075
51 H 5.34211 -4.55006 1.63319
52 H 7.55068 -4.87313 1.26109
53 H 7.91494 -3.20022 1.41385
54 H 7.84734 -4.68209 -0.79763
55 H 3.20534 -5.23775 1.05905
56 H 0.71529 -4.84083 0.29080
57 C 3.68062 3.77492 -1.84112
58 O 4.24068 2.69179 -1.68698
59 N 2.49719 3.95580 -2.42310
60 C 1.90916 5.27721 -2.56958
61 C 1.77146 2.80360 -2.93419
62 H 4.14085 4.71420 -1.50164
63 H 0.94701 5.30953 -2.05498
64 H 1.76131 5.48864 -3.62800
65 H 2.56495 6.03395 -2.14853
66 H 1.56413 2.10529 -2.12650
67 H 2.37022 2.28928 -3.68881
68 H 0.83586 3.13158 -3.37803
69 C 4.04168 5.01355 -5.54702
70 O 3.78884 6.15081 -5.19068
71 N 3.63063 4.45305 -6.69432
72 C 3.97072 3.08984 -7.05100
73 C 2.81890 5.24264 -7.60931
74 H 4.65123 4.33052 -4.92741
75 H 4.53257 3.07739 -7.98634
76 H 3.06181 2.49812 -7.17778
77 H 4.57833 2.63913 -6.26856
78 H 3.36777 6.13218 -7.91381
79 H 1.90183 5.55920 -7.11026
80 H 2.57366 4.65511 -8.48856
81 C -3.91353 -2.30721 -3.17847
82 O -3.45738 -1.45667 -2.43267
83 N -5.18232 -2.34046 -3.60965
84 C -5.67158 -3.37726 -4.49894
85 C -6.09279 -1.29528 -3.16628
86 H -3.30194 -3.13999 -3.57019
87 H -6.03611 -2.93305 -5.42639
88 H -6.48840 -3.92325 -4.02378
89 H -4.87227 -4.07609 -4.73513
90 H -5.71795 -0.31946 -3.47419
91 H -6.16731 -1.30234 -2.07859
92 H -7.07552 -1.46008 -3.59902
93 C -3.60450 0.56244 6.20592
94 O -2.66106 1.08836 5.63474
95 N -4.38177 1.17243 7.11155
96 C -5.47854 0.48656 7.77340
97 C -4.11223 2.56420 7.43363
98 H -3.89770 -0.48207 6.01836
99 H -6.41743 0.99803 7.54974
100 H -5.31925 0.49081 8.85395
101 H -5.54198 -0.54161 7.43242
102 H -4.19560 3.17776 6.53626
103 H -3.09897 2.66879 7.82275
104 H -4.82440 2.91029 8.17771
105 C -3.43194 -2.98393 7.23529
106 O -4.58351 -2.57957 7.24833
107 N -2.69326 -3.21730 8.32686
108 C -1.32602 -3.69367 8.24489
109 C -3.28762 -2.98110 9.63415
110 H -2.89214 -3.19012 6.29346
111 H -1.23368 -4.65479 8.75370
112 H -0.65166 -2.97682 8.71649
113 H -1.03580 -3.81673 7.20351
114 H -4.17230 -3.60520 9.75921
115 H -3.59140 -1.93779 9.72143
116 H -2.56530 -3.21467 10.41114
117 C -5.12022 -2.65434 2.22172
118 O -4.36960 -1.71984 2.44177
119 N -5.94034 -3.19867 3.13137
120 C -6.80477 -4.32142 2.82796
121 C -5.95028 -2.62428 4.46972
122 H -5.18246 -3.14188 1.23063
123 H -7.84847 -4.04399 2.98545
124 H -6.56292 -5.16615 3.47577
125 H -6.67477 -4.62483 1.79108
126 H -6.23916 -1.57373 4.41283
127 H -4.95796 -2.67987 4.90493
128 H -6.65120 -3.16102 5.10200
129 C 3.51873 7.24207 -10.82233
130 O 3.52932 6.02472 -10.81243
131 N 4.61434 8.01678 -10.74823
132 C 4.53934 9.46499 -10.76391
133 C 5.91421 7.37379 -10.64947
134 H 2.58274 7.82234 -10.89379
135 H 5.09435 9.85965 -11.61690
136 H 4.96577 9.87220 -9.84536
137 H 3.50276 9.78464 -10.84148
138 H 6.08188 6.73641 -11.51782
139 H 5.95464 6.74921 -9.75646
140 H 6.69249 8.13020 -10.59823

---

No. 2
DFT (ωB97M-V/def2-TZVPD) results for a cluster of 10 separate species, C38H82O24P2 in total.

## Properties
* E_tot: -108447.3846 eV
* E_LUMO (spin up / spin down): -4.77 / -9.32 eV
* energy relative to the best compared isomer or geometry (same formula, charge and spin): 0.0 kcal per mole
* charge: +1
* 2S+1: 2
* ⟨S²⟩: 0.7565

CARTESIAN COORDINATES (ANGSTROEM)
1 C 5.14599 2.10425 6.24164
2 O 4.87586 1.08986 5.23712
3 P 4.71664 1.51733 3.71832
4 O 4.44810 0.39104 2.80317
5 O 3.47519 2.56281 3.71883
6 C 2.85825 3.06527 2.49955
7 O 6.00520 2.40930 3.33714
8 C 7.32183 1.83261 3.19672
9 H 5.01914 3.12586 5.88343
10 H 6.16825 1.92096 6.57253
11 H 4.47250 1.95939 7.08635
12 H 3.15882 4.10431 2.36477
13 H 1.79786 2.81798 2.44952
14 H 3.26971 2.57113 1.61941
15 H 7.44331 1.00541 3.89606
16 H 8.10411 2.54700 3.45318
17 H 7.45353 1.50405 2.16580
18 C -1.63782 -1.58292 2.91412
19 O -1.44966 -2.36032 1.78997
20 P -1.03152 -3.91251 1.87244
21 O -1.87285 -4.80515 2.76274
22 O 0.52181 -3.77793 2.33124
23 C 1.15411 -4.92853 3.00345
24 O -0.93714 -4.30805 0.31229
25 C -0.43754 -5.50989 -0.13701
26 H -1.28188 -0.56816 2.73615
27 H -1.02182 -1.94715 3.73631
28 H -2.69421 -1.50483 3.17113
29 H 2.11148 -5.16890 2.54109
30 H 0.53220 -5.81122 2.85449
31 H 1.28202 -4.64541 4.04824
32 H -1.25254 -6.19371 -0.37421
33 H 0.03793 -6.06898 0.66887
34 H 0.19816 -5.45611 -1.02081
35 O -7.01009 0.31062 -2.64728
36 C -6.76841 1.16865 -3.45247
37 O -5.62988 1.92932 -3.55116
38 C -4.57319 1.68455 -2.68340
39 C -3.50294 2.76440 -2.82453
40 C -7.84167 1.47355 -4.45496
41 H -4.15424 0.70151 -2.89837
42 H -4.90445 1.77718 -1.64910
43 H -3.83461 3.71552 -2.40803
44 H -3.27905 2.76913 -3.89128
45 H -2.59057 2.49196 -2.29401
46 H -7.36669 1.81549 -5.37451
47 H -8.56996 2.18044 -4.05747
48 H -8.53526 0.66394 -4.68207
49 O 3.93460 1.01845 -6.09458
50 C 2.91836 0.32489 -6.06865
51 O 2.44763 -0.36579 -5.06820
52 C 3.10931 -0.37989 -3.78048
53 C 2.75959 0.84753 -2.93623
54 C 2.18373 0.09463 -7.35625
55 H 4.17716 -0.42047 -3.99530
56 H 2.85869 -1.32616 -3.30103
57 H 2.97591 0.62833 -1.89064
58 H 1.68033 0.87715 -3.08599
59 H 3.15952 1.80087 -3.28164
60 H 2.27872 0.95873 -8.01384
61 H 1.12636 -0.02094 -7.11810
62 H 2.55642 -0.82273 -7.81193
63 O -7.67441 0.26977 2.38874
64 C -6.60898 -0.23681 2.85805
65 O -5.43000 -0.58121 2.24123
66 C -5.09522 -0.10576 0.94549
67 C -5.78326 -0.90034 -0.16329
68 C -6.65491 -0.84928 4.24008
69 H -4.02181 -0.22671 0.79968
70 H -5.44145 0.92179 0.83427
71 H -6.83607 -0.64695 -0.28778
72 H -5.84465 -1.96258 0.07332
73 H -5.25981 -0.84451 -1.11775
74 H -5.65430 -1.24224 4.42026
75 H -7.54298 -1.44398 4.45400
76 H -6.74887 -0.07205 4.99849
77 O -0.29731 5.51664 -3.84430
78 C 0.20258 6.17723 -2.91853
79 O 1.28127 5.90558 -2.18987
80 C 2.06217 4.76516 -2.37349
81 C 2.55603 4.22730 -1.00198
82 C -0.57070 7.36702 -2.32876
83 H 2.89083 5.21459 -2.92069
84 H 1.66787 4.00708 -3.05021
85 H 2.93178 5.08833 -0.44921
86 H 3.34690 3.51271 -1.22996
87 H 1.72883 3.77058 -0.45862
88 H -1.38555 7.59422 -3.01615
89 H 0.10554 8.22142 -2.35707
90 H -1.08539 7.12721 -1.39834
91 O -4.19537 -2.40117 -3.66078
92 C -3.09041 -2.93682 -3.57401
93 O -1.94211 -2.59275 -4.18714
94 C -1.95518 -1.56021 -5.18475
95 C -0.50177 -1.09615 -5.38730
96 C -3.02250 -4.23696 -2.73879
97 H -2.63431 -0.76660 -4.87321
98 H -2.36110 -1.93004 -6.12632
99 H 0.10214 -1.54605 -6.17532
100 H 0.07668 -1.09843 -4.46345
101 H -0.53756 -0.08873 -5.80192
102 H -2.07032 -4.56477 -2.32166
103 H -3.48763 -5.12778 -3.16091
104 H -3.65119 -3.91799 -1.90745
105 O 2.73841 -6.18922 0.42741
106 C 3.74213 -5.77059 -0.12562
107 O 3.92029 -4.57341 -0.66039
108 C 2.95634 -3.58623 -0.59160
109 C 3.68843 -2.31190 -0.86398
110 C 5.04347 -6.56835 -0.08160
111 H 2.53741 -3.43764 0.40365
112 H 2.18451 -3.80297 -1.33011
113 H 3.03929 -1.45451 -0.68620
114 H 4.01724 -2.40838 -1.89871
115 H 4.53285 -2.33092 -0.17500
116 H 5.83511 -5.89576 -0.41179
117 H 5.05142 -7.43476 -0.74295
118 H 5.27922 -6.80634 0.95565
119 O 2.08425 3.91725 6.63910
120 C 0.92507 3.56414 6.96911
121 O 0.32759 2.46142 6.63540
122 C 0.97770 1.53769 5.74940
123 C -0.13252 0.80649 5.03314
124 C 0.15234 4.39943 7.99086
125 H 1.67529 0.89942 6.29168
126 H 1.51572 2.16607 5.03964
127 H -0.84877 1.46429 4.54081
128 H -0.64757 0.23478 5.80513
129 H 0.32137 0.13427 4.30498
130 H -0.31648 5.27408 7.53997
131 H 0.69696 4.62173 8.90850
132 H -0.66972 3.77825 8.34646
133 O 0.99623 1.20121 -0.27451
134 C 0.98032 0.11209 0.25851
135 O 0.36078 -1.02110 -0.27955
136 C -0.23698 -0.97709 -1.54102
137 C -1.74924 -0.61629 -1.43714
138 C 1.48111 -0.20183 1.61212
139 H -0.26523 -1.94825 -2.03513
140 H 0.24847 -0.23710 -2.17730
141 H -2.09791 -0.40760 -2.44857
142 H -1.99074 0.28467 -0.87321
143 H -2.47666 -1.34408 -1.07757
144 H 1.83435 0.65549 2.18512
145 H 2.42272 -0.74835 1.55944
146 H 0.73691 -0.79002 2.14906

---

No. 3
DFT (ωB97M-V/def2-TZVPD) results for a structure of composition C38H90BrCl2N7O14P2S.

## Properties
* E_tot: -204454.8524 eV
* E_LUMO: 0.20 eV
* 2S+1: 1

CARTESIAN COORDINATES (ANGSTROEM)
1 C 1.31556 -2.56138 2.08183
2 C 1.18359 -1.46432 1.01811
3 C 0.39667 -0.27842 1.60969
4 Cl -1.29275 -0.82285 1.80897
5 C 0.56887 1.03120 0.77184
6 N 2.00549 1.29974 0.77696
7 Cl 2.69086 1.99450 -0.61566
8 C 2.68009 1.57103 2.03163
9 C 4.17404 1.94382 1.89995
10 C 4.42090 3.47528 1.78052
11 C 5.10364 3.92591 0.47275
12 N 4.28963 5.03039 -0.10337
13 C 4.47517 5.19374 -1.48204
14 C 3.40418 6.01237 -2.16443
15 O 5.38795 4.73946 -2.09595
16 C -0.33317 2.23359 1.33404
17 Br 0.50742 3.98739 0.95556
18 O -1.59977 2.04077 0.82602
19 C -2.57220 3.02729 0.64756
20 C -3.88878 2.22760 0.43622
21 S -2.41782 3.99971 -0.95498
22 C -2.89883 4.04830 1.78622
23 N -3.93497 3.57932 2.74265
24 P -0.49141 2.21907 3.24874
25 O -1.78729 1.69963 3.71932
26 P 0.03669 0.69550 -1.00830
27 O -1.25001 0.02784 -1.10720
28 O -0.10923 2.09133 -1.80505
29 O 1.07664 -0.29114 -1.73529
30 H 1.61900 -3.50742 1.61851
31 H 2.03591 -2.28761 2.85341
32 H 0.37563 -2.76040 2.59491
33 H 2.19821 -1.17643 0.75871
34 H 0.62351 -1.87005 0.18407
35 H 0.78456 -0.16997 2.61727
36 H 2.26163 2.40271 2.61115
37 H 2.67818 0.72233 2.71719
38 H 4.68530 1.35786 1.13916
39 H 4.62391 1.64972 2.84891
40 H 4.90816 3.84986 2.67725
41 H 3.43207 3.93176 1.77578
42 H 6.07711 4.35324 0.71760
43 H 5.15302 3.12429 -0.24764
44 H 4.46104 5.89020 0.40346
45 H 3.01407 6.75663 -1.46681
46 H 3.80915 6.56112 -3.00794
47 H 2.55842 5.39828 -2.46628
48 H -3.74957 1.69414 -0.50017
49 H -4.69235 2.94930 0.34902
50 H -4.02643 1.53196 1.25607
51 H -3.49007 4.81656 -1.02939
52 H -3.29819 4.93446 1.30447
53 H -2.04262 4.38231 2.36897
54 H -3.59743 3.75238 3.68071
55 H -4.75775 4.15271 2.60580
56 H -0.42385 3.57648 3.63411
57 H 0.63258 1.61044 3.84089
58 H 0.22879 1.92572 -2.70067
59 H 0.57363 -0.77522 -2.40932
60 C -6.73297 4.25492 -1.71698
61 O -5.91442 5.15559 -2.44289
62 C -5.52111 4.65642 -3.72192
63 C -6.19058 5.43777 -4.83472
64 N -7.62111 5.15840 -4.89381
65 C -8.37259 6.05917 -5.76580
66 C -8.41625 7.54191 -5.40093
67 O -9.13384 7.83034 -4.21439
68 C -8.39436 7.70178 -3.01308
69 H -6.84369 4.64821 -0.70659
70 H -7.72891 4.16800 -2.16292
71 H -6.27246 3.26468 -1.65641
72 H -5.71180 3.58410 -3.81437
73 H -4.44010 4.80553 -3.79717
74 H -5.73323 5.16403 -5.78999
75 H -5.99392 6.50241 -4.65261
76 H -8.00655 5.22360 -3.96104
77 H -9.40258 5.69382 -5.77932
78 H -7.98924 5.95716 -6.78603
79 H -8.95866 8.05232 -6.20151
80 H -7.42004 7.99880 -5.37170
81 H -7.33951 7.95161 -3.15040
82 H -8.49082 6.69496 -2.59874
83 H -8.82029 8.39465 -2.28640
84 C 1.61274 -6.99777 1.77401
85 O 2.67915 -6.09898 1.52607
86 C 3.86027 -6.39938 2.26220
87 C 4.96209 -6.88607 1.34218
88 N 4.66318 -8.21047 0.81006
89 C 5.54552 -8.63179 -0.27661
90 C 5.52441 -7.82165 -1.57188
91 O 4.31325 -7.91605 -2.30049
92 C 3.29385 -7.02153 -1.88205
93 H 0.72055 -6.59209 1.29891
94 H 1.81150 -7.98547 1.34581
95 H 1.42117 -7.09697 2.84625
96 H 3.66404 -7.11450 3.06594
97 H 4.18823 -5.46392 2.72584
98 H 5.90259 -6.92884 1.89946
99 H 5.07172 -6.14301 0.54154
100 H 3.71152 -8.21934 0.46814
101 H 5.26606 -9.65843 -0.52626
102 H 6.57215 -8.66845 0.10144
103 H 6.29237 -8.24436 -2.22575
104 H 5.80282 -6.77233 -1.41827
105 H 3.69758 -6.07983 -1.50299
106 H 2.65928 -7.49393 -1.12803
107 H 2.66585 -6.80240 -2.74660
108 C 4.12811 -4.23233 -6.15948
109 O 2.79097 -4.53615 -5.80860
110 C 1.82621 -4.08783 -6.75499
111 C 1.17944 -5.25819 -7.46896
112 N 2.11650 -5.91391 -8.37464
113 C 1.64406 -7.19550 -8.89684
114 C 1.40942 -8.32827 -7.89965
115 O 2.58921 -8.82183 -7.29249
116 C 3.03581 -8.09507 -6.16011
117 H 4.75741 -4.47138 -5.30333
118 H 4.46588 -4.82912 -7.01287
119 H 4.24388 -3.16918 -6.39015
120 H 2.25751 -3.37704 -7.46575
121 H 1.05280 -3.56063 -6.18827
122 H 0.32153 -4.89772 -8.04421
123 H 0.81027 -5.94732 -6.69852
124 H 2.98877 -6.07136 -7.88780
125 H 2.39424 -7.53838 -9.61386
126 H 0.72323 -7.02374 -9.46336
127 H 0.99509 -9.17052 -8.46078
128 H 0.65991 -8.07259 -7.14133
129 H 2.20893 -7.66080 -5.59289
130 H 3.74332 -7.31707 -6.45825
131 H 3.57257 -8.78569 -5.50930
132 C -1.75085 -0.53631 9.63341
133 O -2.45454 0.68871 9.70947
134 C -2.00496 1.55311 10.74595
135 C -1.31515 2.77594 10.17385
136 N -0.03107 2.42994 9.57441
137 C 0.56860 3.50177 8.78324
138 C -0.17517 3.97660 7.53640
139 O -0.23422 3.01972 6.49508
140 C -1.29519 2.06785 6.59020
141 H -2.27524 -1.17566 8.92497
142 H -0.72676 -0.39074 9.27387
143 H -1.72761 -1.03925 10.60484
144 H -1.36017 1.02927 11.45763
145 H -2.89614 1.88279 11.28817
146 H -1.15040 3.50229 10.97541
147 H -1.99740 3.22386 9.44007
148 H -0.15540 1.62413 8.97572
149 H 1.55022 3.14257 8.46252
150 H 0.74661 4.36072 9.43842
151 H 0.39070 4.82008 7.12860
152 H -1.17483 4.36461 7.76337
153 H -2.18763 2.48819 7.06043
154 H -0.96680 1.17670 7.13387
155 H -1.54129 1.76811 5.56182